# 1
Below is a 14-piece molecular cluster, C44H124N8O14 overall, with properties calculated with ωB97M-V/def2-TZVPD.

Geometry as XYZ:
```
190
Properties=species:S:1:pos:R:3:lowdin_spin:R:1
C 5.51 -2.70 4.10 0.0009
C 5.21 -2.80 2.61 0.0001
C 4.71 -1.48 2.03 0.0006
O 4.65 -1.47 0.62 0.0001
C 3.62 -2.35 0.05 0.0000
N 6.25 -3.49 1.92 0.0001
H 4.68 -2.28 4.66 0.0003
H 6.33 -2.02 4.26 0.0004
H 5.85 -3.62 4.58 0.0000
H 4.42 -3.54 2.60 0.0000
H 5.55 -0.79 2.18 0.0003
H 3.85 -1.06 2.55 0.0002
H 2.67 -1.91 0.34 0.0000
H 3.80 -3.35 0.44 0.0000
H 3.79 -2.36 -1.03 0.0000
H 6.98 -2.84 1.66 0.0002
H 5.92 -3.69 0.99 0.0000
C -8.04 -0.28 1.16 0.0001
C -7.10 0.98 1.10 0.0003
C -6.22 0.92 -0.16 0.0005
O -5.38 -0.26 -0.06 0.0001
C -4.39 -0.30 -1.01 0.0001
N -8.01 2.10 1.13 0.0007
H -8.80 -0.18 0.39 0.0001
H -8.57 -0.29 2.11 0.0000
H -7.46 -1.19 1.02 0.0000
H -6.53 1.09 2.03 0.0000
H -5.74 1.89 -0.10 0.0003
H -6.73 0.85 -1.13 0.0002
H -4.68 -0.15 -2.05 0.0001
H -3.93 -1.29 -0.95 0.0000
H -3.61 0.44 -0.84 0.0000
H -8.62 1.99 0.33 0.0002
H -8.66 1.90 1.88 0.0001
C -3.40 0.91 6.41 0.0002
C -4.18 1.89 5.55 0.0006
C -4.24 1.66 4.00 0.0005
O -3.00 1.89 3.41 0.0026
C -3.01 1.85 1.92 0.0010
N -5.50 1.99 6.12 0.0002
H -3.61 0.91 7.48 0.0000
H -2.39 1.30 6.32 0.0001
H -3.59 -0.10 6.04 0.0000
H -3.80 2.91 5.65 0.0005
H -5.04 2.32 3.64 0.0005
H -4.60 0.64 3.86 0.0000
H -3.10 0.84 1.52 0.0001
H -2.08 2.31 1.59 0.0003
H -3.80 2.49 1.52 0.0006
H -5.93 2.78 5.66 0.0004
H -5.43 2.33 7.07 0.0001
C 2.55 2.34 1.73 0.0021
C 2.19 3.63 2.51 0.0084
C 0.92 4.29 2.08 0.0044
O 0.83 4.54 0.65 0.0134
C 1.63 5.63 0.32 0.1264
N 2.16 3.15 3.86 0.0017
H 3.49 1.89 2.02 0.0010
H 2.63 2.56 0.66 0.0017
H 1.78 1.56 1.79 0.0001
H 2.94 4.41 2.37 0.0079
H 0.67 5.20 2.62 0.0033
H 0.11 3.57 2.21 0.0002
H 1.56 5.85 -0.75 0.0420
H 2.68 5.38 0.45 0.0221
H 1.39 6.51 0.91 0.0262
H 1.45 2.44 3.88 0.0001
H 3.04 2.67 4.01 0.0025
C 4.88 2.06 -1.54 0.0174
C 6.21 1.48 -1.20 0.0029
C 6.57 1.84 0.26 0.0051
O 7.87 1.33 0.50 0.0016
C 8.30 1.54 1.88 0.0041
N 6.09 0.04 -1.47 0.0002
H 4.04 1.45 -1.22 0.0005
H 4.76 2.10 -2.63 0.0058
H 4.80 3.07 -1.15 0.0140
H 6.95 1.92 -1.88 0.0012
H 5.87 1.30 0.90 0.0004
H 6.67 2.90 0.50 0.0062
H 8.12 2.53 2.29 0.0020
H 9.37 1.39 2.01 0.0003
H 7.85 0.79 2.52 0.0006
H 5.46 -0.35 -0.78 0.0000
H 6.94 -0.39 -1.13 0.0001
C -2.24 4.77 -0.76 0.0337
C -1.85 3.39 -1.37 0.0018
C -2.56 3.03 -2.70 0.0054
O -3.97 2.95 -2.42 0.0075
C -4.72 2.41 -3.48 0.0038
N -0.36 3.34 -1.51 0.0041
H -1.91 5.50 -1.50 0.0167
H -1.73 4.88 0.20 0.0031
H -3.32 4.81 -0.65 0.0030
H -2.09 2.59 -0.68 0.0003
H -2.05 2.15 -3.09 0.0005
H -2.31 3.77 -3.46 0.0067
H -4.34 1.48 -3.91 0.0002
H -4.86 3.04 -4.36 0.0023
H -5.69 2.25 -3.01 0.0003
H -0.02 3.64 -0.61 0.0014
H -0.11 4.06 -2.16 0.0065
C -0.75 -4.50 0.02 0.0000
C 0.48 -5.30 0.38 0.0000
C 0.97 -5.08 1.79 0.0000
O 1.45 -3.74 1.94 0.0000
C 1.67 -3.34 3.30 0.0001
N 0.22 -6.72 0.19 0.0000
H -0.96 -4.56 -1.05 0.0000
H -0.46 -3.50 0.34 0.0000
H -1.65 -4.75 0.58 0.0000
H 1.39 -5.03 -0.17 0.0000
H 1.73 -5.86 1.91 0.0000
H 0.16 -5.22 2.51 0.0000
H 1.71 -2.26 3.42 0.0000
H 2.58 -3.81 3.67 0.0000
H 0.92 -3.74 3.97 0.0000
H 1.12 -7.17 0.19 0.0000
H -0.11 -6.93 -0.74 0.0000
C -1.92 -2.23 -3.05 0.0000
C -2.17 -3.14 -4.29 0.0001
C -1.63 -2.49 -5.58 0.0001
O -2.17 -1.11 -5.68 0.0010
C -3.54 -0.90 -5.93 0.0009
N -1.51 -4.40 -4.04 0.0000
H -2.10 -2.76 -2.12 0.0000
H -2.49 -1.30 -3.10 0.0000
H -0.90 -1.86 -2.95 0.0000
H -3.26 -3.18 -4.33 0.0000
H -1.92 -3.10 -6.44 0.0000
H -0.54 -2.47 -5.62 0.0000
H -3.72 -1.39 -6.88 0.0001
H -3.70 0.17 -6.00 0.0005
H -4.28 -1.39 -5.30 0.0001
H -1.42 -4.80 -4.96 0.0000
H -0.56 -4.16 -3.81 0.0000
C -0.21 -0.05 -0.09 0.0002
C 0.86 0.08 -1.13 0.0003
O 0.28 0.61 -2.29 0.0009
H -1.14 -0.36 -0.56 0.0000
H -0.41 0.84 0.50 0.0001
H 0.09 -0.79 0.66 0.0000
H 1.37 -0.84 -1.43 0.0000
H 1.67 0.67 -0.70 0.0003
H 0.03 1.51 -2.05 0.0003
C 0.67 -0.29 5.25 0.0006
C -0.39 0.06 4.19 0.0001
O -0.56 1.43 4.17 0.0004
H 0.65 -1.33 5.56 0.0001
H 0.32 0.22 6.15 0.0001
H 1.67 -0.06 4.89 0.0003
H -1.34 -0.42 4.44 0.0000
H -0.04 -0.32 3.23 0.0000
H -1.50 1.62 4.09 0.0000
C 3.64 -0.32 -3.98 0.0017
C 2.39 -0.37 -4.89 0.0029
O 1.40 -1.11 -4.21 0.0003
H 4.51 0.14 -4.45 0.0013
H 3.99 -1.28 -3.62 0.0000
H 3.39 0.23 -3.07 0.0003
H 2.57 -0.83 -5.86 0.0004
H 1.98 0.62 -5.08 0.0011
H 0.94 -0.44 -3.70 0.0001
C -2.62 -2.84 3.06 0.0000
C -3.22 -2.28 1.80 0.0000
O -4.63 -2.23 1.94 0.0000
H -1.54 -2.87 2.91 0.0000
H -2.86 -3.89 3.24 0.0000
H -2.79 -2.21 3.93 0.0000
H -2.94 -2.90 0.95 0.0000
H -2.85 -1.26 1.66 0.0000
H -4.93 -1.51 1.37 0.0000
C 2.63 -5.50 -3.03 0.0000
C 2.19 -4.04 -3.08 0.0000
O 1.69 -3.76 -4.42 0.0000
H 3.21 -5.66 -2.12 0.0000
H 3.30 -5.70 -3.86 0.0000
H 1.72 -6.10 -3.06 0.0000
H 3.09 -3.43 -2.98 0.0000
H 1.49 -3.61 -2.37 0.0000
H 1.52 -2.81 -4.42 0.0000
C 0.50 3.62 -4.80 0.0287
C 0.72 5.09 -4.55 0.1048
O 0.04 5.50 -3.44 0.2303
H -0.56 3.39 -4.91 0.0034
H 0.93 3.03 -3.99 0.0042
H 0.93 3.30 -5.75 0.0066
H 0.27 5.59 -5.41 0.0178
H 1.78 5.34 -4.42 0.0456
H 0.20 6.43 -3.26 0.1069
```

2S+1: 2
Largest force on an atom (eV/Å): 3.07
HOMO (spin up / spin down) (eV): 0.44 / -6.95
Energy above the lowest of the compared OMol25 structures with the same formula, charge and spin (eV): 0.000
Total charge: -1
Gap between HOMO and LUMO (spin up / spin down) (eV): 1.52 / 8.88
E_LUMO (spin up / spin down) (eV): 1.96 / 1.93

=====

# 2
Below is a 2-piece molecular cluster, C5H16N2O overall, with properties calculated with ωB97M-V/def2-TZVPD.

Geometry as XYZ:
```
24
Properties=species:S:1:pos:R:3:nbo_charge:R:1
C -0.35 -0.39 -2.25 -0.6108
C -0.60 -0.89 -0.85 -0.4230
C 0.61 -0.64 0.09 -0.0366
C 0.80 0.74 0.79 -0.2394
N 1.12 1.78 -0.17 -0.8479
N 0.58 -1.73 1.12 -0.6117
C -0.55 -1.57 2.04 -0.4372
H -1.12 -0.39 -3.01 0.2118
H 0.02 0.66 -2.22 0.2152
H 0.54 -0.87 -2.67 0.1903
H -0.71 -1.99 -0.83 0.2116
H -1.53 -0.49 -0.44 0.2160
H 1.53 -0.91 -0.46 0.1830
H 1.57 0.36 1.50 0.1532
H 0.00 0.98 1.48 0.2076
H 1.25 2.69 0.26 0.3648
H 2.03 1.47 -0.50 0.3620
H 1.42 -1.63 1.68 0.3403
H -1.50 -1.53 1.52 0.1996
H -0.61 -2.43 2.71 0.1988
H -0.58 -0.71 2.72 0.1644
O -1.39 2.18 -0.61 -0.9627
H -2.03 2.76 -1.05 0.4623
H -0.52 2.55 -0.86 0.4886
```

Largest force on an atom (eV/Å): 2.24
SMILES: CC[C@@H](CN)NC.O
HOMO (eV): -8.89
Energy above the lowest of the compared OMol25 structures with the same formula, charge and spin (eV): 1.260
Gap between HOMO and LUMO (eV): 9.73
E_LUMO (eV): 0.84

=====

# 3
Below is an isolated molecule of C2H4F3N, with properties calculated with ωB97M-V/def2-TZVPD.

Geometry as XYZ:
```
10
Properties=species:S:1:pos:R:3:nbo_charge:R:1
N 1.38 0.13 0.07 -0.8283
C 0.23 -0.58 -0.39 -0.3450
C -0.93 0.15 -0.01 0.9513
F -0.69 0.28 1.35 -0.3643
F -1.09 1.39 -0.41 -0.2951
F -2.17 -0.53 -0.05 -0.3378
H 1.57 1.14 -0.39 0.3569
H 1.01 0.37 1.10 0.3837
H 0.22 -0.87 -1.54 0.2201
H 0.45 -1.50 0.27 0.2585
```

Largest force on an atom (eV/Å): 5.70
SMILES: NCC(F)(F)F
HOMO (eV): -10.19
Energy above the lowest of the compared OMol25 structures with the same formula, charge and spin (eV): 1.702
Gap between HOMO and LUMO (eV): 11.15
E_LUMO (eV): 0.96

=====

# 4
Below is a 2-piece molecular cluster, C5H14 overall, with properties calculated with ωB97M-V/def2-TZVPD.

Geometry as XYZ:
```
19
Properties=species:S:1:pos:R:3:nbo_charge:R:1
C 1.98 1.43 1.31 -0.6155
C 0.79 0.47 1.19 -0.3999
C -0.33 0.91 2.16 -0.5965
H 1.87 2.18 0.53 0.2051
H 2.98 1.00 1.25 0.2101
H 1.99 1.95 2.27 0.2003
H 0.37 0.58 0.20 0.1980
H 1.04 -0.57 1.42 0.1973
H 0.00 0.79 3.19 0.1973
H -0.58 1.96 1.98 0.1994
H -1.22 0.29 2.03 0.2041
C -0.55 -0.88 -2.26 -0.6116
C -1.73 -1.83 -2.15 -0.6116
H 0.27 -1.09 -1.57 0.2083
H 0.00 -0.93 -3.20 0.2033
H -0.86 0.16 -2.12 0.1991
H -2.57 -1.70 -2.81 0.2090
H -1.33 -2.84 -2.30 0.2006
H -2.10 -1.88 -1.12 0.2032
```

Largest force on an atom (eV/Å): 1.76
SMILES: CCC.CC
HOMO (eV): -11.39
Energy above the lowest of the compared OMol25 structures with the same formula, charge and spin (eV): 0.307
Gap between HOMO and LUMO (eV): 12.49
E_LUMO (eV): 1.10

=====

# 5
Below is C47H58CaClFN10O6P as an isolated structure, with properties calculated with ωB97M-V/def2-TZVPD.

Geometry as XYZ:
```
125
Properties=species:S:1:pos:R:3:lowdin_charge:R:1
Ca -0.15 -0.14 0.00 1.3931
C 4.38 -1.27 0.02 -0.0185
C 3.14 -0.61 0.00 -0.1094
N 1.99 -1.22 0.23 0.0115
C 2.01 -2.55 0.51 -0.1473
C 3.20 -3.29 0.54 -0.1286
C 4.40 -2.61 0.29 0.0234
C 3.17 -4.69 0.84 0.0024
C 2.01 -5.32 1.10 0.0018
C 0.77 -4.59 1.06 -0.1252
C -0.47 -5.22 1.32 0.0255
C -1.62 -4.49 1.25 -0.0423
C -1.53 -3.13 0.92 -0.1456
N -0.39 -2.51 0.69 0.0204
C 0.75 -3.22 0.77 -0.1447
H 5.29 -0.71 -0.17 0.1176
H 3.09 0.45 -0.21 0.1121
H 5.34 -3.16 0.32 0.1323
H 4.11 -5.23 0.86 0.1279
H 1.98 -6.38 1.32 0.1270
H -0.49 -6.28 1.55 0.1328
H -2.59 -4.94 1.41 0.1121
H -2.43 -2.52 0.82 0.1100
F 1.58 1.13 -6.61 0.0797
C 1.55 2.11 -5.68 -0.1791
C 1.22 1.76 -4.40 0.0962
C 1.23 2.73 -3.39 -0.0463
C 0.93 2.34 -2.01 -0.2861
O 0.65 1.15 -1.74 -0.1182
C 1.00 3.39 -1.05 -0.0135
C 1.30 4.67 -1.46 0.0644
N 1.55 5.02 -2.72 0.0253
C 1.91 6.39 -3.03 -0.2533
C 1.17 7.50 -2.35 -0.0667
C 0.95 7.24 -3.81 -0.0829
C 1.56 4.05 -3.72 -0.1017
C 1.87 4.38 -5.04 0.0704
C 1.90 3.42 -6.05 -0.1221
N 2.23 3.79 -7.36 -0.0861
C 1.97 2.92 -8.50 -0.1239
C 2.23 3.71 -9.79 -0.0710
N 1.96 5.16 -9.53 0.0653
C 3.00 5.74 -8.59 -0.0600
C 3.39 4.65 -7.59 -0.1225
C 0.75 3.25 0.41 -0.4688
O 0.62 4.21 1.13 0.1139
O 0.72 1.99 0.88 -0.0480
H 0.99 0.74 -4.16 0.1347
H 1.34 5.46 -0.73 0.1540
H 2.97 6.52 -3.21 0.1604
H 1.75 8.37 -2.06 0.1196
H 0.36 7.25 -1.68 0.1150
H 1.36 7.93 -4.53 0.1093
H 0.00 6.79 -4.08 0.1182
H 2.08 5.42 -5.29 0.1110
H 0.93 2.60 -8.47 0.1386
H 2.60 2.03 -8.53 0.1375
H 1.59 3.38 -10.60 0.1450
H 3.27 3.66 -10.12 0.1409
H 1.04 5.26 -9.09 0.1856
H 1.93 5.70 -10.40 0.1903
H 2.55 6.61 -8.12 0.1367
H 3.84 6.06 -9.20 0.1428
H 3.72 5.12 -6.66 0.1292
H 4.24 4.07 -7.96 0.1413
C -2.93 -4.87 -1.96 -0.0167
C -4.02 -4.66 -3.02 -0.4822
C -4.78 -5.97 -3.15 -0.0232
C -5.03 -3.62 -2.53 -0.0374
C -3.42 -4.23 -4.40 -0.4269
O -4.44 -4.33 -5.40 0.0038
C -2.14 -4.97 -4.83 -0.1164
C -2.19 -6.48 -5.08 -0.1156
C -1.55 -7.29 -3.98 -0.2485
C -0.31 -6.92 -3.47 -0.0501
C 0.29 -7.63 -2.45 -0.1037
C -0.35 -8.74 -1.93 -0.6791
Cl 0.38 -9.63 -0.63 0.6756
C -1.57 -9.16 -2.43 -0.0841
C -2.16 -8.43 -3.46 -0.0378
C -3.13 -2.71 -4.51 -0.0418
N -2.11 -2.21 -3.61 -0.0837
C -2.24 -1.43 -2.54 -0.1288
N -1.06 -1.23 -1.98 -0.0210
C -0.22 -1.92 -2.79 -0.2072
N -0.80 -2.52 -3.79 0.1389
H -3.40 -5.10 -1.00 0.0833
H -2.29 -4.00 -1.81 0.0664
H -2.28 -5.72 -2.21 0.0774
H -5.23 -6.22 -2.19 0.0988
H -4.14 -6.80 -3.42 0.0529
H -5.60 -5.90 -3.88 0.1003
H -5.60 -4.04 -1.70 0.0918
H -5.74 -3.35 -3.31 0.0999
H -4.56 -2.71 -2.16 0.0550
H -4.54 -5.25 -5.66 0.0970
H -1.36 -4.75 -4.11 0.0738
H -1.82 -4.48 -5.75 0.1250
H -1.64 -6.67 -6.01 0.1305
H -3.19 -6.86 -5.28 0.1089
H 0.20 -6.06 -3.88 0.1183
H 1.26 -7.34 -2.06 0.1011
H -2.05 -10.04 -2.03 0.1127
H -3.11 -8.76 -3.86 0.1211
H -4.04 -2.13 -4.34 0.1342
H -2.81 -2.51 -5.53 0.1431
H -3.19 -1.05 -2.21 0.1395
H 0.85 -1.97 -2.63 0.1185
N -2.60 -1.38 4.48 0.1442
C -3.19 -0.46 3.45 -0.1554
P -1.74 0.36 2.62 0.4043
O -0.58 -0.50 3.05 -0.3453
O -2.01 0.46 1.14 -0.4572
C -1.51 2.00 3.37 -0.2590
N -0.06 2.27 3.39 -0.0229
H -2.61 -0.98 5.42 0.1693
H -1.60 -1.50 4.19 0.1174
H -3.07 -2.28 4.52 0.1667
H -3.91 0.21 3.92 0.1111
H -3.71 -1.06 2.71 0.1003
H -1.96 2.04 4.37 0.0976
H -2.00 2.76 2.76 0.1093
H 0.51 2.09 1.91 0.0761
H 0.41 1.66 4.05 0.1047
H 0.12 3.24 3.64 0.1118
```

Largest force on an atom (eV/Å): 0.43
HOMO (eV): -13.25
Energy above the lowest of the compared OMol25 structures with the same formula, charge and spin (eV): 0.000
Total charge: +3
Gap between HOMO and LUMO (eV): 6.98
E_LUMO (eV): -6.27

=====

# 6
Below is a 2-piece molecular cluster, C3H6N2O overall, with properties calculated with ωB97M-V/def2-TZVPD.

Geometry as XYZ:
```
12
Properties=species:S:1:pos:R:3:nbo_charge:R:1
C -1.14 -0.94 0.82 -0.1130
C -2.35 -0.54 0.32 -0.0944
N -2.18 0.77 -0.09 -0.5504
C -0.87 1.09 0.23 0.1759
N -0.22 0.07 0.69 -0.4440
H -1.10 -1.67 1.61 0.2118
H -3.33 -0.96 0.22 0.2134
H -2.57 1.17 -0.93 0.4103
H -0.50 2.07 -0.06 0.1904
O 4.93 -0.24 -0.59 -0.9302
H 4.65 0.30 -1.34 0.4644
H 4.70 -1.13 -0.88 0.4657
```

Largest force on an atom (eV/Å): 1.71
SMILES: c1c[nH]cn1.O
HOMO (eV): -9.02
Energy above the lowest of the compared OMol25 structures with the same formula, charge and spin (eV): 1.488
Gap between HOMO and LUMO (eV): 9.91
E_LUMO (eV): 0.89